Formula: C6H6N
Source: the OMol25 dataset
Level of theory: wB97M-V/def2-TZVPD

Last column: Löwdin charge in e.
Atoms and positions in Å:
1 C -1.639422 -1.066475 -0.004906  0.1446
2 C -0.396023 -1.333381 0.001264  0.0792
3 C -2.287001 0.119845 -0.004021  0.0397
4 C -1.267238 1.109568 0.001980  0.0104
5 C 0.083327 0.817166 0.009980  0.0177
6 C 1.982487 -0.756415 0.000217  0.0251
7 N 0.576398 -0.455553 0.012653  -0.0877
8 H -3.342480 0.330702 -0.005325  0.1319
9 H -1.575543 2.146050 0.003973  0.1348
10 H 0.818943 1.609474 0.015657  0.1536
11 H 2.337454 -0.846166 -1.029913  0.1215
12 H 2.161031 -1.706184 0.503221  0.1171
13 H 2.548073 0.031371 0.495226  0.1121

Cartesian forces (eV/Å) of the 3 atoms listed first:
C 2.97 -0.94 0.02
C -3.05 -0.37 -0.02
C 0.30 0.13 0.00

Computed properties:
LUMO energy (spin up / spin down) ... -5.9402 / -5.9408 eV
DFT total energy ... -286.58425 hartree
Total charge ... +1
Max |F| ... 3.1 eV/Å
HOMO-LUMO gap (spin up / spin down) ... 9.647 / 9.647 eV

***

Formula: C6H6N
Source: the OMol25 dataset
Level of theory: wB97M-V/def2-TZVPD

Last column: Löwdin charge in e.
Atoms and positions in Å:
1 C -2.527698 0.129623 0.035023  -0.1206
2 C -1.503518 1.179961 0.016518  -0.0198
3 C -2.438612 -1.146134 0.121368  0.3357
4 C -0.344670 0.528328 -0.048370  -0.1015
5 C 0.886452 -0.191076 -0.015802  -0.2466
6 C 2.247020 -0.206158 0.109456  -0.0164
7 N -0.152672 -0.898671 -0.018837  0.2739
8 H -3.652658 0.517016 -0.059112  0.2220
9 H -1.789284 2.254354 0.039404  0.1358
10 H -2.746061 -2.102024 -0.075072  0.0745
11 H 2.595678 -1.089881 0.774573  0.1420
12 H 2.798839 -0.327780 -0.966292  0.1785
13 H 2.805009 0.718294 0.543423  0.1423

Cartesian forces (eV/Å) of the 3 atoms listed first:
C -2.08 2.02 -0.19
C -0.85 -0.15 -0.13
C 0.43 2.29 0.07

Computed properties:
LUMO energy ... -6.1281 eV
DFT total energy ... -286.48116 hartree
Total charge ... +1
Max |F| ... 7.2 eV/Å
HOMO-LUMO gap ... 7.935 eV